P | The following is a quantum chemistry calculation of an isolated molecule of C21H36N4O3, from the OMol25 dataset.

Positions of all 64 atoms, in Å:
C: 2.61476 1.96601 1.67056
C: 3.39834 2.49520 0.47385
C: 4.47458 1.51472 -0.00833
C: 4.02552 0.57448 -1.13162
N: 2.83348 -0.19147 -0.79239
C: 1.56875 0.13371 -1.21416
N: 1.37961 1.22778 -2.00498
C: 0.47365 -0.58749 -0.78921
N: -0.82011 -0.27223 -1.28154
C: -1.41647 -1.26259 -2.16723
C: -0.78839 -1.25041 -3.56664
C: -1.26059 -0.03263 -4.35847
C: -1.14722 -2.53582 -4.30682
C: -1.57810 0.78012 -0.84800
O: -2.65758 1.02503 -1.34731
C: -0.97384 1.64745 0.23786
C: -2.00970 1.98497 1.31441
C: -2.32462 0.84939 2.29686
C: -2.96145 -0.36665 1.62529
C: -3.39216 -1.38330 2.67815
C: -2.18167 -1.82968 3.49161
C: -1.51529 -0.62762 4.15428
C: -1.10335 0.39572 3.09941
C: 0.62301 -1.71585 0.08934
O: -0.25878 -2.42806 0.52261
N: 1.95433 -1.96397 0.43521
C: 3.06691 -1.27766 0.04629
O: 4.18106 -1.58740 0.39675
H: 1.84345 2.67512 1.96157
H: 3.27845 1.81540 2.51887
H: 2.13707 1.01599 1.44653
H: 2.71002 2.72733 -0.34073
H: 3.87977 3.42916 0.76955
H: 4.81487 0.90865 0.83170
H: 5.33647 2.06510 -0.38928
H: 4.82303 -0.15278 -1.30960
H: 3.86012 1.13395 -2.05179
H: 2.13105 1.56394 -2.58198
H: 0.45703 1.28377 -2.41141
H: -1.29708 -2.24712 -1.70742
H: -2.48033 -1.02758 -2.23377
H: 0.30347 -1.21089 -3.45458
H: -1.16245 0.88205 -3.77724
H: -2.31194 -0.14299 -4.61190
H: -0.69299 0.07626 -5.28051
H: -0.72626 -2.52729 -5.30964
H: -0.76174 -3.40463 -3.77843
H: -2.22708 -2.63367 -4.38744
H: -0.65018 2.57897 -0.23526
H: -0.10413 1.17183 0.68179
H: -1.64637 2.84340 1.88576
H: -2.93273 2.28022 0.81091
H: -3.05429 1.25702 3.00897
H: -3.81762 -0.05454 1.02429
H: -2.24011 -0.84722 0.96392
H: -4.13815 -0.93600 3.34079
H: -3.84852 -2.24701 2.19136
H: -2.48383 -2.55387 4.25149
H: -1.47037 -2.31605 2.82115
H: -0.63742 -0.95080 4.71909
H: -2.21272 -0.16493 4.85758
H: -0.62505 1.25580 3.57606
H: -0.37528 -0.07356 2.43492
H: 2.11717 -2.75477 1.04888

- Kohn-Sham gap: 9.03 eV
- SMILES: CCCCn1c(N)c(N(CC(C)C)C(=O)CCC2CCCCC2)c(=O)[nH]c1=O



Q | The following is a quantum chemistry calculation of an isolated molecule of C21H36N4O3, from the OMol25 dataset.

Positions of all 64 atoms, in Å:
C: 4.74945 3.18907 1.27728
C: 4.19804 2.72837 -0.07029
C: 3.60816 3.91720 -0.82711
C: 3.12654 1.64456 0.08616
C: 3.65750 0.34928 0.69686
N: 2.66483 -0.71700 0.66482
C: 2.93289 -1.72108 1.68100
C: 2.03944 -2.93932 1.47690
N: 2.38457 -3.51904 0.20136
C: 2.75676 -2.74848 -0.84000
O: 3.22954 -3.20436 -1.85916
C: 2.43564 -1.26117 -0.67209
C: 0.95778 -1.13394 -1.11939
C: 0.45958 0.28247 -1.33655
O: 0.45798 0.79382 -2.44112
N: -0.02581 0.96549 -0.26391
C: -0.91905 2.07586 -0.50750
C: -2.19146 1.91265 0.35126
N: -2.49622 0.52262 0.60960
C: -3.82446 -0.01331 0.35638
C: -4.17131 0.02045 -1.13342
C: -5.52324 -0.64958 -1.36173
C: -6.60812 0.04383 -0.54276
C: -6.25226 0.02535 0.94099
C: -4.90190 0.69709 1.17657
C: -1.52172 -0.28143 1.08693
O: -1.67610 -1.44608 1.40288
C: -0.16527 0.41186 1.06482
H: 3.94202 3.53728 1.91838
H: 5.45021 4.00879 1.13537
H: 5.27284 2.38361 1.78554
H: 5.02332 2.31630 -0.66184
H: 2.80253 4.36883 -0.25161
H: 3.20694 3.60028 -1.78660
H: 4.36831 4.67448 -1.00437
H: 2.31708 2.02345 0.71174
H: 2.70950 1.43383 -0.89870
H: 3.90533 0.52325 1.74621
H: 4.58315 0.04672 0.17875
H: 2.74222 -1.27281 2.66110
H: 3.98496 -2.05827 1.65424
H: 2.21715 -3.67012 2.26735
H: 0.98156 -2.65187 1.50669
H: 2.54155 -4.51216 0.12277
H: 3.04951 -0.72417 -1.40318
H: 0.88730 -1.61754 -2.09711
H: 0.30423 -1.66061 -0.42545
H: -1.15107 2.07766 -1.57587
H: -0.42924 3.02474 -0.26118
H: -2.05666 2.43593 1.30706
H: -3.03589 2.37130 -0.16033
H: -3.76908 -1.05854 0.68103
H: -3.39288 -0.49372 -1.70056
H: -4.21974 1.05303 -1.48682
H: -5.77629 -0.61403 -2.42287
H: -5.46079 -1.69894 -1.06664
H: -7.56616 -0.45480 -0.69949
H: -6.71176 1.07843 -0.87871
H: -6.20614 -1.00824 1.28978
H: -7.02431 0.53960 1.51660
H: -4.64052 0.65566 2.23594
H: -4.96736 1.74763 0.88395
H: -0.12756 1.22861 1.79218
H: 0.64894 -0.27792 1.27532

- Kohn-Sham gap: 9.27 eV
- SMILES: CC(C)CCN1CCNC(=O)[C@H]1CC(=O)N1CCN(C2CCCCC2)C(=O)C1



The winner here is P, beating the second structure by 31.7 kcal/mol.



P | The following is a quantum chemistry calculation of an isolated molecule of C4H8O2S, from the OMol25 dataset.

Positions of all 15 atoms, in Å:
O: -1.71605 1.34701 1.38816
C: -0.58593 1.28055 0.99533
O: -0.16390 2.18721 -0.02162
C: 0.60325 0.56358 1.55432
C: 1.13637 -0.24587 0.37081
C: -0.07551 -0.97261 -0.43490
S: 0.41733 -1.95576 -1.75422
H: -0.93468 2.68296 -0.13831
H: 0.28418 -0.17791 2.45187
H: 1.30366 1.25884 2.00816
H: 1.59632 0.52252 -0.32910
H: 1.83433 -1.05109 0.73172
H: -0.49215 -0.12671 -1.06102
H: -0.95954 -1.25053 0.32229
H: -0.73884 -2.59368 -1.76388

- Kohn-Sham gap: 9.63 eV
- SMILES: O=C(O)CCCS



Q | The following is a quantum chemistry calculation of a cluster of 2 separate species, C4H8O2S in total, from the OMol25 dataset.

Positions of all 15 atoms, in Å:
C: -0.09103 -2.19270 -0.47345
C: 0.89002 1.67434 -0.45033
C: -0.84298 -1.78035 0.76561
C: -0.30577 2.62505 -0.22361
O: 0.58992 -1.45674 -1.18563
O: 1.17345 0.89658 1.93174
S: 1.67773 0.74820 0.57617
H: -0.19841 -3.37230 -0.47540
H: 1.38219 1.69306 -1.32512
H: -1.10668 -0.73858 0.62201
H: -0.19135 -1.93255 1.58038
H: -1.55437 -2.48295 1.00054
H: 0.08695 3.58673 -0.24989
H: -0.76616 2.50521 0.75008
H: -1.00727 2.61154 -0.93490

- Kohn-Sham gap: 9.65 eV



The winner here is P, beating the second structure by 40.4 kcal/mol.



P | The following is a quantum chemistry calculation of an isolated molecule of C4H8O2S, from the OMol25 dataset.

Positions of all 15 atoms, in Å:
C: -1.44706 1.08084 0.01266
C: -0.40502 -0.06074 0.00365
S: -0.99760 -1.73374 0.25967
C: 1.02160 0.18963 -0.68991
O: 1.74105 -0.93144 -1.08746
C: 0.89593 0.26483 0.75958
O: 1.53339 -0.57312 1.61861
H: -1.00648 2.11468 -0.07403
H: -2.01334 1.05733 1.01533
H: -2.32242 0.94000 -0.69293
H: -1.87493 -1.88054 -0.72300
H: 1.19164 1.15362 -1.24866
H: 1.10957 -1.62163 -1.23106
H: 0.72958 1.30592 1.10459
H: 1.84410 -1.30564 0.97296

- Kohn-Sham gap: 9.66 eV
- SMILES: C[C@@]1(S)[C@H](O)[C@@H]1O



Q | The following is a quantum chemistry calculation of a cluster of 2 separate species, C4H8O2S in total, from the OMol25 dataset.

Positions of all 15 atoms, in Å:
C: 0.17613 1.16546 1.04008
C: -0.70874 0.05146 0.47683
C: 0.03901 -1.07447 -0.23476
C: -0.91495 -0.20568 -1.07983
H: 2.03875 0.66435 1.24702
H: 0.22107 1.08863 2.22765
H: -0.15845 2.17958 0.79013
H: -1.27580 -0.45484 1.29804
H: 1.18513 -1.05771 -0.02309
H: 0.31483 -2.90050 -0.54265
H: -1.78394 -0.95636 -1.28286
H: 0.61068 1.51549 -2.10847
O: 1.49779 1.26011 0.50773
O: -0.59247 -2.20649 0.11186
S: -0.64905 0.93098 -2.42767

- Kohn-Sham gap: 8.69 eV



R | The following is a quantum chemistry calculation of an isolated molecule of C4H8O2S, from the OMol25 dataset.

Positions of all 15 atoms, in Å:
C: 0.19952 -0.73920 -0.04188
C: -0.80177 0.44064 -0.25858
C: 2.69762 -0.29581 0.60987
C: -2.24083 -0.15227 -0.24484
O: -0.68399 1.49237 0.58603
O: 3.93556 0.15968 0.52468
S: 1.84352 -0.41967 -0.79566
H: 0.44285 -0.68408 1.02704
H: -0.30217 -1.57595 -0.30442
H: -0.58805 0.89159 -1.32632
H: -1.01781 1.16437 1.48221
H: -2.35672 -1.15692 -0.77030
H: -2.77906 0.48233 -0.90899
H: -2.67267 -0.10136 0.80097
H: 4.32403 0.49427 -0.37979

- Kohn-Sham gap: 8.93 eV



The winner here is P, beating the second structure by 31.6 kcal/mol.



P | The following is a quantum chemistry calculation of the ion C17H26N3O2S with charge +1, from the OMol25 dataset.

Positions of all 49 atoms, in Å:
C: 1.37623 5.15137 4.55686
C: 2.25577 4.51041 3.48980
C: 1.71495 4.69465 2.06945
C: 0.36233 4.03427 1.82150
N: 0.46383 2.59506 1.91021
C: -0.33381 1.73982 1.29599
S: -1.61215 2.23072 0.33664
N: -0.01010 0.38598 1.49135
C: -1.11609 -0.55464 1.58601
C: -1.37398 -1.28831 0.25650
N: -0.93743 -0.40227 -0.83568
C: -1.46802 -0.77177 -2.17811
C: -1.00778 -2.12419 -2.64843
C: 0.12178 -2.23787 -3.44697
C: 0.58531 -3.47113 -3.90070
C: -0.12662 -4.58472 -3.52569
C: -1.27398 -4.47939 -2.72660
C: -1.73196 -3.26687 -2.27787
O: -1.78752 -5.71690 -2.50964
C: -0.95537 -6.61812 -3.21782
O: 0.09452 -5.88725 -3.82292
C: 0.53526 -0.27258 -0.81898
C: 1.03951 -0.13022 0.63732
H: 0.41617 4.64797 4.64300
H: 1.19872 6.19828 4.32457
H: 1.86740 5.09739 5.52451
H: 2.38883 3.44877 3.71815
H: 3.24542 4.96818 3.52855
H: 1.60157 5.76135 1.87370
H: 2.43938 4.30257 1.35158
H: -0.00665 4.28586 0.82252
H: -0.37502 4.39283 2.54691
H: 1.17111 2.23049 2.53637
H: -2.00430 -0.00574 1.90129
H: -0.87017 -1.27935 2.36731
H: -0.82280 -2.22865 0.19507
H: -2.43740 -1.49862 0.14848
H: -1.34267 0.58982 -0.56299
H: -1.14199 0.00159 -2.87644
H: -2.55729 -0.74253 -2.11210
H: 0.65083 -1.34802 -3.75330
H: 1.45632 -3.55069 -4.52749
H: -2.63176 -3.20819 -1.68905
H: -1.54276 -7.13277 -3.99289
H: -0.53701 -7.35928 -2.52154
H: 0.97501 -1.15397 -1.29081
H: 0.79917 0.61073 -1.40373
H: 1.90298 0.53470 0.66598
H: 1.34225 -1.09877 1.04012

- Kohn-Sham gap: 8.57 eV
- SMILES: CCCCNC(=S)N1CC[NH+](Cc2ccc3c(c2)OCO3)CC1
- Total charge: +1



Q | The following is a quantum chemistry calculation of the ion C17H26N3O2S with charge +1, from the OMol25 dataset.

Positions of all 49 atoms, in Å:
O: -1.38859 0.24834 -0.42533
C: -0.75177 0.21219 0.62276
C: 0.39969 -0.82915 0.67089
N: 0.37273 -1.45258 -0.65854
C: 1.52647 -1.11011 -1.51587
C: 1.35875 -1.83079 -2.87311
N: -0.01515 -2.21472 -3.03191
C: -0.95756 -1.71056 -3.90047
O: -2.03322 -2.25936 -4.00715
C: -0.64203 -0.49483 -4.65674
C: -1.15294 -0.20230 -5.89198
C: -0.81775 1.08972 -6.34099
C: -0.08655 1.78759 -5.43416
S: 0.22627 0.87505 -4.01891
C: -0.40936 -3.25899 -2.11316
C: 0.10660 -2.90224 -0.70381
N: -0.98811 0.96959 1.67278
C: -0.27241 1.04505 2.93734
C: 0.67398 2.24974 2.94292
C: 1.40624 2.33257 4.28051
C: 0.40917 2.43698 5.43004
C: -0.54534 1.24729 5.41958
C: -1.27870 1.16024 4.08260
H: 0.21240 -1.56502 1.45363
H: 1.35430 -0.33834 0.86081
H: -0.49454 -0.93856 -1.07211
H: 1.53781 -0.02808 -1.65639
H: 2.45002 -1.42353 -1.02413
H: 1.97296 -2.73823 -2.89622
H: 1.68090 -1.18744 -3.68941
H: -1.74154 -0.90569 -6.45190
H: -1.11707 1.48788 -7.29286
H: 0.29187 2.78815 -5.50138
H: -0.00846 -4.22912 -2.42603
H: -1.50033 -3.31664 -2.14581
H: -0.64571 -3.15952 0.04204
H: 1.03143 -3.43489 -0.46860
H: -1.74524 1.63618 1.56549
H: 0.30871 0.12713 3.06419
H: 1.39134 2.16762 2.12316
H: 0.09308 3.16080 2.79014
H: 2.02538 1.44272 4.41421
H: 2.06544 3.20058 4.27853
H: -0.16087 3.36263 5.33433
H: 0.94408 2.47168 6.37883
H: 0.01602 0.32609 5.58940
H: -1.27320 1.34651 6.22450
H: -1.94836 0.29832 4.07553
H: -1.88086 2.06005 3.94277

- Kohn-Sham gap: 9.29 eV
- SMILES: O=C(C[NH+]1CCN(C(=O)c2cccs2)CC1)NC1CCCCC1
- Total charge: +1



The winner here is Q, beating the second structure by 24.5 kcal/mol.